[1]
Here is a structure of composition C27H36BrN5NiO2 from the OMol25 dataset. Energies are from wB97M-V/def2-TZVPD.

Structure (XYZ):
```
72
Properties=species:S:1:pos:R:3:forces:R:3
Ni -0.651 -0.094 0.343 -0.52 -0.17 0.38
C 0.952 2.427 1.528 0.02 -0.21 0.18
N 0.372 1.934 0.267 0.03 -0.16 -0.41
C 1.426 1.860 -0.766 0.11 -0.07 -0.02
C -0.712 2.802 -0.166 -0.27 -0.10 0.06
C -0.504 4.085 -0.637 0.01 0.03 -0.06
C -1.570 4.841 -1.104 0.02 0.09 -0.03
C -2.838 4.279 -1.153 0.01 0.02 -0.02
C -3.060 3.004 -0.663 0.11 -0.11 0.13
C -2.013 2.276 -0.081 -0.02 0.41 -0.01
N -2.135 1.042 0.525 0.52 -0.39 -0.25
C -3.271 0.583 1.154 -0.32 -0.14 0.14
C -4.314 1.391 1.637 0.15 -0.07 -0.03
C -5.412 0.826 2.259 -0.09 -0.08 0.02
C -5.502 -0.548 2.431 0.02 -0.08 0.08
C -4.447 -1.351 2.026 0.00 -0.01 0.04
C -3.336 -0.799 1.416 0.01 0.28 -0.15
N -2.181 -1.597 1.032 0.06 0.11 0.14
C -2.561 -2.637 0.066 0.17 -0.04 -0.16
C -1.558 -2.212 2.216 0.11 -0.09 0.01
H 1.422 3.406 1.384 -0.04 0.00 -0.03
H 1.704 1.719 1.874 0.05 0.02 0.02
H 0.169 2.522 2.280 -0.03 -0.03 -0.04
H 1.957 2.814 -0.863 -0.03 -0.02 -0.02
H 0.974 1.609 -1.726 0.01 0.05 0.02
H 2.141 1.082 -0.495 0.03 -0.01 0.06
H 0.491 4.512 -0.646 0.02 -0.05 0.00
H -1.407 5.854 -1.443 0.01 -0.02 -0.05
H -3.662 4.841 -1.572 0.00 -0.01 -0.01
H -4.037 2.548 -0.736 -0.05 0.07 0.10
H -4.234 2.466 1.562 -0.05 0.01 -0.11
H -6.213 1.460 2.617 0.04 0.05 0.00
H -6.359 -0.996 2.914 -0.03 0.05 -0.02
H -4.496 -2.419 2.201 0.04 -0.01 -0.01
H -3.287 -3.336 0.493 0.00 0.03 0.02
H -1.675 -3.203 -0.224 0.01 0.03 -0.01
H -2.992 -2.174 -0.820 0.01 0.01 0.00
H -2.230 -2.923 2.707 -0.01 0.03 0.00
H -1.291 -1.433 2.932 -0.04 0.00 0.01
H -0.655 -2.739 1.909 0.00 0.03 -0.03
C 5.487 -0.789 -0.544 -0.09 0.00 0.05
C 4.825 -0.429 0.782 0.04 0.26 0.14
C 5.431 -1.268 1.915 -0.05 0.06 -0.13
C 5.037 1.063 1.066 -0.01 -0.20 -0.02
N 3.388 -0.651 0.618 -0.09 0.01 -0.55
N 2.647 -0.540 1.822 0.01 0.08 0.27
H 6.541 -0.511 -0.516 0.03 -0.03 -0.02
H 5.009 -0.249 -1.363 0.00 0.00 0.00
H 5.418 -1.859 -0.751 -0.02 -0.01 0.01
H 6.507 -1.095 1.973 0.02 -0.03 0.04
H 5.265 -2.333 1.738 -0.01 -0.02 0.01
H 4.994 -0.995 2.876 0.04 -0.01 0.03
H 6.086 1.274 1.275 0.01 0.01 0.02
H 4.434 1.364 1.922 0.02 0.05 0.02
H 4.732 1.643 0.194 -0.03 0.06 0.01
H 3.196 -1.523 0.129 0.03 -0.14 0.20
H 1.665 -0.576 1.557 0.33 -0.14 0.02
H 2.816 -1.339 2.431 -0.11 -0.10 -0.03
Br 0.316 -4.983 -2.980 -0.03 0.02 -0.07
C -0.241 -3.199 -3.303 -0.01 0.00 0.17
C -0.924 -2.985 -4.494 0.03 -0.04 0.05
C -1.448 -1.738 -4.781 -0.04 0.02 -0.06
C -1.309 -0.705 -3.870 -0.02 0.14 -0.06
C -0.621 -0.925 -2.692 0.08 -0.23 0.05
C -0.058 -2.164 -2.381 0.21 0.02 0.29
C 0.796 -2.317 -1.108 0.06 -0.29 -0.44
O 1.652 -3.182 -1.069 0.04 0.20 0.05
O 0.585 -1.492 -0.138 -0.59 0.79 -0.01
H -1.039 -3.802 -5.193 -0.02 -0.02 0.03
H -1.972 -1.579 -5.715 0.00 0.00 -0.01
H -1.716 0.273 -4.088 -0.02 0.00 0.04
H -0.504 -0.109 -1.991 0.06 0.10 -0.04
```
Forces are in eV/Å.

## Properties
net charge	0
multiplicity	3
lowest unoccupied orbital energy (spin up / spin down)	0.606 / -0.491	eV
frontier orbital gap (spin up / spin down)	8.1 / 7.0	eV
⟨S²⟩	2.0088
max |F|	0.98	eV/Å
calculated total energy	-151214.581	eV

[2]
Here is an isolated molecule of C27H36N2O3 from the OMol25 dataset. Energies are from wB97M-V/def2-TZVPD.

Structure (XYZ):
```
68
Properties=species:S:1:pos:R:3:forces:R:3
C -4.325 -4.752 0.970 0.00 0.06 0.14
O -4.183 -4.801 -0.433 0.09 -0.03 -0.19
C -5.178 -4.118 -1.150 0.01 0.20 -0.08
C -5.080 -2.578 -1.043 -0.32 -0.22 0.40
C -6.012 -1.872 -2.033 0.12 -0.19 -0.02
C -5.496 -1.957 -3.468 0.02 0.24 0.08
C -4.064 -1.437 -3.525 0.00 -0.31 -0.01
C -3.178 -2.229 -2.561 0.15 0.28 -0.40
N -3.707 -2.144 -1.220 -0.18 -0.05 -0.04
C -3.021 -1.701 -0.142 0.08 0.05 0.08
O -3.554 -1.530 0.945 0.04 0.18 0.23
C -1.560 -1.452 -0.322 0.20 0.07 0.21
C -0.697 -2.501 -0.632 -0.02 0.21 0.05
C 0.662 -2.286 -0.698 0.18 0.09 0.02
C 1.198 -1.018 -0.455 -0.17 -0.17 -0.03
O 2.548 -0.926 -0.574 -0.10 -0.22 -0.10
C 3.204 0.295 -0.276 0.31 0.29 0.15
C 3.320 0.524 1.237 -0.07 0.05 -0.16
C 4.478 1.490 1.526 -0.14 -0.14 0.15
N 4.688 2.335 0.369 0.10 0.04 0.00
C 5.303 3.619 0.641 -0.22 0.23 -0.14
C 4.247 4.741 0.589 0.30 -0.18 0.13
C 3.134 4.468 1.557 -0.03 0.15 -0.08
C 3.259 4.808 2.898 0.00 0.01 -0.04
C 2.257 4.500 3.801 0.03 0.01 0.12
C 1.114 3.846 3.374 -0.09 -0.05 0.08
C 0.977 3.509 2.039 -0.10 -0.04 0.02
C 1.980 3.818 1.138 0.00 0.04 0.00
C 5.280 1.597 -0.729 0.08 -0.01 -0.13
C 4.609 0.225 -0.869 -0.34 0.05 0.00
C 0.337 0.025 -0.131 0.33 0.11 -0.02
C -1.026 -0.200 -0.057 -0.21 -0.26 -0.08
H -5.321 -5.096 1.273 0.01 -0.03 0.01
H -4.154 -3.748 1.368 -0.03 -0.04 -0.01
H -3.572 -5.428 1.372 -0.05 0.00 0.08
H -6.180 -4.425 -0.813 0.05 0.03 -0.07
H -5.046 -4.440 -2.185 -0.12 0.01 0.03
H -5.356 -2.285 -0.024 0.05 -0.07 -0.25
H -7.009 -2.309 -1.960 -0.07 0.04 0.05
H -6.082 -0.821 -1.747 -0.06 0.01 0.05
H -5.525 -2.990 -3.820 -0.02 -0.04 -0.09
H -6.138 -1.365 -4.123 -0.03 -0.08 -0.04
H -3.664 -1.524 -4.536 0.04 0.04 -0.02
H -4.047 -0.383 -3.240 0.05 0.06 -0.01
H -2.165 -1.824 -2.570 -0.15 -0.14 -0.04
H -3.134 -3.278 -2.873 0.08 0.01 -0.03
H -1.098 -3.489 -0.807 -0.04 -0.12 -0.06
H 1.341 -3.090 -0.936 0.08 -0.10 -0.02
H 2.674 1.132 -0.748 -0.03 -0.13 0.03
H 3.499 -0.439 1.719 -0.03 -0.05 -0.02
H 2.388 0.930 1.630 0.00 -0.02 0.04
H 5.394 0.927 1.779 0.00 0.07 0.05
H 4.223 2.117 2.380 0.08 -0.05 -0.01
H 5.788 3.625 1.625 0.05 -0.02 -0.06
H 6.073 3.831 -0.108 0.03 -0.04 0.07
H 4.733 5.690 0.824 -0.04 0.08 -0.05
H 3.848 4.792 -0.425 0.03 0.05 -0.04
H 4.151 5.318 3.237 0.10 0.06 0.03
H 2.369 4.770 4.841 0.00 0.02 0.07
H 0.333 3.602 4.079 -0.06 -0.01 0.05
H 0.082 3.004 1.703 -0.07 -0.04 -0.04
H 1.874 3.556 0.095 0.00 -0.04 -0.13
H 6.369 1.459 -0.597 -0.07 0.05 -0.03
H 5.125 2.184 -1.640 0.09 -0.06 -0.01
H 5.170 -0.543 -0.334 0.02 -0.06 0.01
H 4.555 -0.071 -1.916 0.03 -0.04 0.01
H 0.713 1.014 0.075 0.09 0.10 0.03
H -1.690 0.609 0.211 -0.06 0.08 0.06
```
Forces are in eV/Å.

## Properties
net charge	0
lowest unoccupied orbital energy	0.811	eV
frontier orbital gap	9.1	eV
max |F|	0.56	eV/Å
calculated total energy	-37706.172	eV
SMILES	COC[C@@H]1CCCCN1C(=O)c1ccc(OC2CCN(CCc3ccccc3)CC2)cc1

[3]
Here is a structure of composition C27H36N5OReS4SeSi from the OMol25 dataset. Energies are from wB97M-V/def2-TZVPD.

Structure (XYZ):
```
76
Properties=species:S:1:pos:R:3:forces:R:3
Re -1.126 -1.343 -1.156 0.06 0.39 0.34
C -3.908 2.028 -0.192 -0.02 0.02 -0.03
C -3.335 0.643 -0.185 -0.08 -0.03 -0.01
N -2.222 0.452 -0.872 0.18 -0.26 -0.10
N -1.690 1.648 -1.347 0.08 0.02 0.03
C -0.776 1.540 -2.242 -0.01 0.03 -0.06
S -0.191 0.034 -2.860 0.07 0.08 -0.09
S -0.314 3.073 -2.961 -0.03 0.00 0.07
C 1.334 2.757 -3.653 -0.03 0.04 -0.07
C 2.449 2.757 -2.647 0.04 -0.01 0.01
C 3.089 1.575 -2.293 -0.02 -0.02 -0.05
C 4.161 1.586 -1.410 0.01 0.00 0.01
C 4.604 2.785 -0.872 0.00 -0.01 0.03
C 3.960 3.970 -1.208 0.00 0.00 -0.01
C 2.891 3.954 -2.089 -0.03 0.01 0.03
C -3.966 -0.392 0.616 -0.01 -0.05 0.00
C -5.183 -0.147 1.293 -0.03 0.01 0.03
C -5.741 -1.053 2.159 -0.02 0.03 -0.01
C -5.096 -2.267 2.409 0.04 -0.03 -0.02
C -3.912 -2.552 1.777 -0.03 0.05 0.01
C -3.355 -1.637 0.870 -0.01 0.00 -0.05
O -2.228 -1.999 0.287 -0.09 -0.21 0.12
H -3.929 2.419 -1.207 0.00 -0.01 0.00
H -3.249 2.680 0.382 0.01 0.01 0.02
H -4.901 2.076 0.230 0.02 0.00 0.01
H 1.454 3.590 -4.349 0.02 -0.01 -0.01
H 1.318 1.846 -4.248 -0.03 -0.01 0.04
H 2.757 0.643 -2.735 0.01 0.05 0.00
H 4.663 0.659 -1.164 0.00 0.00 0.01
H 5.459 2.802 -0.209 -0.01 -0.01 0.02
H 4.307 4.911 -0.799 0.00 0.00 0.00
H 2.399 4.882 -2.359 0.01 0.01 0.00
H -5.712 0.779 1.142 0.01 -0.01 -0.02
H -6.678 -0.820 2.646 0.00 -0.01 0.00
H -5.535 -2.988 3.086 0.00 0.01 0.01
H -3.397 -3.492 1.924 0.01 0.00 0.00
S 0.574 -0.725 0.244 0.05 0.05 -0.13
C 0.405 -1.890 1.561 -0.05 -0.06 -0.01
N -0.242 -1.510 2.675 -0.16 -0.36 0.25
C -0.407 -2.312 3.740 -0.03 -0.03 -0.04
C 0.100 -3.586 3.737 -0.01 0.01 -0.01
C 0.764 -4.025 2.594 0.00 -0.01 0.00
C 0.912 -3.181 1.510 0.05 0.03 0.00
H -0.755 -0.599 2.720 0.20 0.40 -0.33
H -0.971 -1.887 4.559 0.01 0.01 0.01
H -0.033 -4.223 4.598 0.01 0.00 0.00
H 1.164 -5.029 2.552 0.00 0.00 0.00
H 1.408 -3.501 0.606 0.03 -0.01 -0.03
C 1.632 3.047 1.758 -0.03 0.03 -0.05
N 0.436 2.235 1.844 -0.07 0.02 0.10
C -0.434 2.237 2.860 0.10 0.11 -0.08
S -1.814 1.236 2.782 -0.11 -0.13 0.16
N -0.173 3.051 3.888 -0.01 0.01 -0.03
C -1.022 3.247 5.051 0.00 0.01 0.00
H 2.120 2.835 0.811 0.06 -0.02 -0.03
H 2.331 2.821 2.567 0.01 0.00 -0.01
H 1.393 4.114 1.774 0.00 -0.01 0.00
H 0.207 1.610 1.085 0.00 0.06 0.01
H 0.628 3.657 3.809 0.01 -0.01 0.00
H -1.804 2.495 5.042 0.00 -0.01 0.01
H -1.480 4.236 5.028 -0.01 -0.01 0.00
H -0.430 3.148 5.960 0.00 0.00 0.00
C 1.949 -4.974 -3.802 -0.05 0.02 0.04
Si 1.609 -3.172 -3.470 0.02 0.04 -0.10
C 1.427 -2.199 -5.049 0.00 -0.02 0.04
C 2.882 -2.432 -2.324 -0.08 0.06 -0.03
Se -0.490 -3.240 -2.420 -0.08 -0.14 -0.04
H 2.806 -5.079 -4.471 0.02 0.02 0.01
H 1.094 -5.456 -4.276 0.01 0.00 -0.02
H 2.175 -5.514 -2.881 -0.02 -0.01 0.01
H 2.255 -2.424 -5.726 0.02 -0.02 0.02
H 1.428 -1.126 -4.859 -0.01 0.00 -0.02
H 0.497 -2.450 -5.560 0.01 -0.01 -0.01
H 3.869 -2.495 -2.790 0.01 0.01 -0.02
H 2.929 -2.958 -1.371 0.00 -0.05 0.03
H 2.663 -1.383 -2.120 -0.01 -0.04 0.03
```
Forces are in eV/Å.

## Properties
net charge	+1
multiplicity	2
lowest unoccupied orbital energy (spin up / spin down)	-3.657 / -3.399	eV
frontier orbital gap (spin up / spin down)	6.4 / 6.5	eV
⟨S²⟩	0.7602
max |F|	0.56	eV/Å
calculated total energy	-156774.328	eV

Question: What is the calculated total energy in the second record?
Answer: -37706.172 eV